# C51H71NO17S

A cluster of 7 separate species, C51H71NO17S in total at a distorted geometry (ωB97M-V/def2-TZVPD, the OMol25 dataset).

Geometry as XYZ:
```
141
Properties=species:S:1:pos:R:3:forces:R:3
C 3.63695 0.16791 0.48101 -1.1 2.8 0.9
C 3.67658 -1.43337 0.48237 1.5 0.1 1.7
O 7.12048 -7.21572 -1.09429 0.9 0.3 -0.2
C -10.31285 1.13677 -4.07880 -0.3 -0.3 -0.3
C -10.63682 3.60653 4.62796 -0.3 -0.4 -0.3
C -4.80468 3.41640 6.13250 0.1 0.5 0.2
C 8.12021 -6.69123 -0.66662 -0.6 -0.7 -0.1
O -6.14047 2.71271 4.24938 0.8 0.5 -0.2
C 3.53945 5.66189 -0.52368 1.3 -0.8 -2.0
H 2.17259 0.16025 2.34688 1.1 1.2 -1.5
C -4.50605 1.60769 -1.23001 -0.3 -0.3 0.3
H -10.26129 2.25672 2.94055 0.1 -0.1 0.1
H 5.73047 -0.50604 2.70867 -0.1 0.5 -2.5
O -10.00356 1.67512 -1.74618 0.3 -0.8 -0.3
C 6.66537 -10.25492 -5.51819 0.5 -0.1 0.1
H 2.37399 3.42485 3.75790 -0.8 -0.7 -1.2
O 7.80157 -0.92533 -1.28412 -2.3 2.8 -0.9
C -6.89810 0.86330 -0.18807 -1.2 0.6 0.1
C -1.07732 3.83407 0.45360 0.0 0.0 -0.7
H 4.58869 -6.59474 -3.50894 0.0 0.0 0.2
H -2.53980 1.60898 -0.17347 -1.7 0.8 0.5
C -3.75479 3.42405 0.64235 0.2 0.5 0.5
H 2.95346 -1.84866 1.28935 0.7 0.8 -1.7
C -10.11194 -0.23335 -4.68818 -0.3 -0.2 -0.6
H 10.28004 -5.54671 1.55056 0.0 0.0 -0.1
O -4.12253 3.68243 3.89665 -0.5 -0.1 0.3
O -10.34248 4.14330 6.96445 0.3 -0.8 -0.3
H 0.89993 4.80184 1.86290 -0.1 -1.3 1.1
C -9.80485 0.93679 -2.67740 0.0 0.9 0.7
H 2.98249 7.77504 0.21507 0.0 -1.3 -1.5
H 8.50329 -9.06794 -5.66705 -0.1 0.0 0.1
C -3.62838 1.92326 0.08017 -0.1 -0.4 0.2
H 6.01248 -4.77421 -2.72863 0.0 0.0 0.1
H -5.80079 0.23471 1.66742 -1.6 1.2 0.0
C -10.43242 2.23654 4.01847 -0.3 -0.2 -0.6
H -0.34447 4.67006 0.11501 -1.1 -1.4 0.8
H -0.67137 2.16984 1.93630 -0.3 1.6 0.1
C -5.13934 3.22629 4.67901 -0.9 -0.7 -0.1
O -9.37589 2.28085 6.10550 -0.3 0.4 0.3
H 3.50936 -1.90934 -0.54950 0.0 0.9 1.7
N 2.40662 6.18053 -4.22138 5.1 -2.8 3.0
H 6.92734 -11.31295 -5.50575 -0.3 0.1 -0.2
C -9.25363 1.70553 4.79894 0.4 -0.4 -0.5
H 7.08630 -0.62165 1.30587 -1.0 -1.6 1.2
C 6.99893 -8.26205 -4.30305 0.4 0.5 0.2
C -3.68038 4.42747 6.06992 0.2 0.3 0.5
O 4.50568 -10.61932 -4.50302 0.5 0.7 0.3
H 5.03573 0.80806 -2.72235 0.9 -0.5 1.7
C 4.29364 2.61578 -0.36364 -1.0 -1.3 1.3
H 2.19951 -5.25160 -3.30728 0.0 0.3 -0.2
O 2.64128 -2.83467 -2.14943 0.7 -0.4 0.2
H 4.99294 -0.74693 -1.74125 0.8 1.8 0.3
H 3.53547 -4.53136 -4.26719 -0.1 0.1 0.0
C 3.38636 -3.77687 -2.28270 -0.4 0.6 -0.3
O 9.12545 -6.21878 -1.45119 -0.7 -0.2 0.0
H -7.97348 -0.45348 -4.35108 0.0 0.0 0.0
H -9.94791 -0.21393 -5.76713 0.0 -0.1 0.1
H 0.24214 4.50522 3.55221 0.7 -0.8 -1.6
H 6.78513 -7.45984 -5.01674 0.0 0.0 0.0
H -9.27096 0.61632 4.87360 0.1 0.1 0.2
H -2.29921 3.33338 4.79278 -0.1 0.0 0.0
H 1.21287 2.01099 3.51861 0.8 1.4 -1.1
H -0.87889 2.96200 -0.28696 -0.4 1.5 1.2
H -5.66151 3.80131 6.68573 -0.1 -0.4 -0.1
H -3.82034 3.40510 1.80260 0.2 -0.1 -2.2
C 6.05047 -0.92747 1.67772 -1.5 -1.5 -0.5
C 1.70046 2.91867 2.98448 0.4 0.3 -0.4
C 2.61105 2.39836 1.77924 1.9 -2.2 -2.1
H 10.64883 -4.86891 -1.05964 -0.1 -0.2 -0.2
C 2.73696 0.83505 1.59844 2.0 2.1 -2.4
H -7.55923 0.85282 2.05083 1.4 0.2 -1.0
H 7.69851 1.03026 -2.55951 -1.0 -0.5 0.8
H 6.39518 -9.93549 -6.52759 -0.1 -0.1 0.0
H -4.09718 5.43982 6.06608 0.1 -0.1 0.0
H 8.29640 -9.96342 -4.15646 0.0 0.1 -0.1
C 5.03774 3.62839 -1.35184 1.6 0.1 -1.2
H 10.95875 -6.54968 -0.56922 -0.1 0.0 0.0
C -0.77598 3.31293 1.94514 0.3 0.3 -0.2
C 9.57271 -5.47944 0.72219 0.1 0.4 0.5
H -4.08124 2.13332 -2.16628 -0.6 -0.6 1.6
H -8.02186 1.11235 -0.34085 1.9 -0.4 0.1
C -8.92788 -0.76392 -3.91495 0.3 -0.4 -0.2
C 8.46130 -6.50491 0.78599 0.1 0.5 0.2
C -2.55674 4.41466 0.22250 -0.4 -0.1 -0.2
H -10.02343 4.36614 4.13745 -0.1 0.1 0.1
O -9.04118 -0.18873 -2.60876 -0.3 0.3 0.2
S 7.14551 0.43154 -1.40470 3.8 0.2 3.4
H 7.60318 -6.13345 1.34654 0.0 -0.4 -0.1
H 5.67834 -5.63595 -1.21158 -0.2 0.3 -0.1
H -11.36369 1.42639 -4.07804 0.2 0.3 0.1
H -6.33884 2.97092 -0.74183 0.6 -1.4 -0.4
C 2.80372 7.07060 -0.68029 -0.6 -0.5 0.1
O 6.10938 3.38895 -1.97336 -4.1 0.4 2.0
H -4.40877 0.47260 -1.42974 -0.1 1.7 0.2
C 7.76766 -9.39980 -4.93202 0.6 -0.1 -0.2
H -9.70296 1.89626 -4.57390 -0.1 0.1 0.1
O 3.30886 5.54806 1.93383 0.1 -2.8 -3.6
C 0.56059 3.97165 2.57008 -0.8 0.1 0.6
H 5.64844 -2.85543 0.67771 -0.6 2.0 -1.0
H -4.73714 3.94463 0.30699 1.6 -1.1 0.4
C -6.63166 1.00118 1.40171 1.6 -0.1 -1.0
H -2.72280 5.41794 0.78499 0.5 -1.7 -0.8
O 4.56148 5.69676 -2.84157 -3.4 -0.9 -0.9
C 4.43779 1.06774 -0.54647 -1.9 1.5 2.8
H -3.93481 1.22241 0.95297 0.4 1.0 -1.6
H -10.99166 -0.85487 -4.49196 0.1 0.0 0.0
H 9.14343 -4.47230 0.72631 0.1 -0.1 0.0
C 3.42118 3.27606 0.78345 -0.1 -2.5 -0.1
H -11.68762 3.89649 4.62211 0.2 0.3 0.1
H -4.47230 2.46265 6.54940 -0.2 0.0 0.0
H -2.69226 4.66012 -0.89079 0.4 -0.3 1.5
C 5.30986 0.36630 -1.68560 -2.1 -0.2 -0.1
C 10.20057 -5.76251 -0.62169 0.6 0.3 0.0
C -6.07855 1.91319 -1.09334 -0.4 -0.8 -0.6
C 3.39579 4.86199 0.88023 0.4 1.2 0.8
C 5.22334 -5.10475 -2.04609 0.6 -0.4 0.1
C 5.19312 -1.83520 0.93686 1.5 1.7 1.3
H -8.94444 -1.85280 -3.83927 0.1 0.1 0.2
O 4.52494 -3.95036 -1.56142 -0.7 0.5 -0.2
H -6.77232 -0.20972 -0.58974 0.0 1.6 0.7
H 3.65372 -6.56355 -2.00958 0.1 0.0 -0.1
H -11.31384 1.61503 4.20837 0.1 0.1 0.0
H -2.97897 4.35583 6.90309 0.0 0.0 -0.1
H 8.80782 -7.45682 1.19565 -0.2 0.0 0.0
H 1.65991 6.87169 -0.68294 1.8 0.2 0.0
C -10.13795 3.40536 6.03308 0.0 0.8 0.7
H -2.58526 5.01588 4.29155 -0.1 -0.2 -0.2
H 7.52372 -7.84066 -3.44415 -0.3 0.0 0.0
C 3.22758 -4.89000 -3.28188 0.0 -0.5 0.2
H -6.13733 2.03736 1.56850 -1.2 -1.7 0.1
O 7.52348 1.36728 -0.26165 -1.7 -2.4 -3.2
C 3.37397 5.75175 -3.62035 -1.7 3.0 -0.6
H -8.29709 2.01597 4.36958 -0.1 0.0 0.1
H -1.64859 3.59439 2.62903 1.2 -0.6 -1.1
C 4.32333 5.06919 -1.56628 -1.7 -0.3 3.3
O 5.75754 -8.83575 -3.87601 -0.2 -0.4 -0.1
C -3.04745 4.12961 4.73113 0.5 0.2 0.1
H 3.03519 7.58314 -1.68668 -0.1 -0.9 1.8
H -6.51993 1.82035 -2.16532 0.7 0.2 1.7
C 5.51676 -9.97012 -4.58961 -1.0 -0.6 -0.2
C 4.17609 -5.93895 -2.74122 -0.1 -0.6 -0.2
```
Forces are in eV/Å.

For the LUMO energy, the calculation gives -1.491 eV. The value obtained for the frontier orbital gap is 0.2373 Ha. The structure (SMILES) is C=CCc1cc(CCCCCCCCCCC)c2c(c1C[SH](=O)=O)C(=O)C(OC#N)=C(C)C2=O.O=C1CCCO1.O=C1CCCO1.O=C1CCCO1.O=C1CCCO1.O=C1CCCO1.O=C1CCCO1. Its multiplicity is 1.

Mulliken population analysis, charges in e, atoms 1 to 2: number 1, C, carries 0.48; number 2, C, carries 0.03